Record 1
14 unconnected molecules or ions with the total composition C54H73N12O22 at a distorted geometry, computed with wB97M-V/def2-TZVPD.

Atoms and positions in Å:
C: -1.705 0.767 2.784
C: -0.231 0.418 2.675
N: -0.062 -0.262 1.373
C: 0.237 -1.601 1.213
C: 0.441 -1.909 -0.145
N: 0.223 -0.694 -0.784
C: -0.125 0.316 0.078
C: 0.200 -0.429 -2.264
H: -2.072 1.463 2.030
H: -1.748 1.279 3.746
H: -2.242 -0.178 2.874
H: 0.173 -0.180 3.491
H: 0.348 1.342 2.684
H: 0.337 -2.290 2.039
H: 0.742 -2.794 -0.686
H: -0.171 1.367 -0.167
H: -0.564 -1.065 -2.709
H: 1.115 -0.728 -2.776
H: 0.017 0.602 -2.567
C: 1.865 -4.673 -2.718
O: 2.169 -3.537 -3.015
O: 2.766 -5.568 -2.808
O: 0.720 -4.988 -2.364
C: 1.443 3.547 -0.977
C: 2.440 3.437 -0.038
C: 3.668 2.898 -0.523
C: 3.860 2.476 -1.800
C: 2.780 2.501 -2.700
C: 1.549 3.042 -2.262
O: 0.448 3.126 -3.066
O: 4.608 2.841 0.442
H: 0.545 4.033 -0.625
H: 2.191 3.653 0.990
H: 4.838 2.126 -2.094
H: 2.771 2.026 -3.669
H: 0.220 2.305 -3.509
H: 5.383 2.375 0.119
C: -1.627 -4.346 -4.725
C: -2.244 -4.147 -5.972
C: -3.121 -3.085 -6.172
C: -3.608 -2.362 -5.104
C: -3.029 -2.582 -3.844
C: -2.026 -3.594 -3.693
O: -1.595 -3.869 -2.399
O: -3.726 -2.996 -7.467
H: -0.903 -5.135 -4.588
H: -1.937 -4.768 -6.800
H: -4.277 -1.516 -5.159
H: -3.393 -2.026 -2.993
H: -0.697 -4.200 -2.471
H: -4.639 -2.709 -7.394
C: 2.726 0.511 4.097
C: 2.460 1.488 4.964
C: 2.133 1.156 6.215
C: 1.924 -0.173 6.594
C: 2.182 -1.206 5.766
C: 2.567 -0.865 4.437
O: 2.468 -1.721 3.404
O: 1.870 2.102 7.139
H: 3.075 0.685 3.090
H: 2.516 2.541 4.731
H: 1.763 -0.519 7.604
H: 2.118 -2.251 6.031
H: 3.084 -1.371 2.756
H: 1.970 1.700 8.005
C: 6.509 -0.621 -0.912
C: 6.375 -0.318 0.450
C: 5.115 -0.646 1.044
C: 4.068 -1.056 0.271
C: 4.183 -1.099 -1.132
C: 5.453 -0.940 -1.733
O: 5.616 -1.151 -3.048
O: 4.932 -0.537 2.383
H: 7.472 -0.501 -1.385
H: 7.282 -0.358 1.035
H: 3.121 -1.449 0.612
H: 3.275 -1.259 -1.695
H: 6.459 -0.826 -3.374
H: 5.527 -1.133 2.844
C: 1.402 -2.846 -6.638
C: 0.953 -2.861 -7.929
C: 1.148 -1.787 -8.745
C: 1.836 -0.685 -8.344
C: 2.367 -0.647 -7.069
C: 2.142 -1.720 -6.212
O: 2.685 -1.649 -4.932
O: 0.686 -1.881 -10.049
H: 1.163 -3.522 -5.831
H: 0.353 -3.651 -8.356
H: 2.014 0.168 -8.981
H: 2.938 0.141 -6.600
H: 2.205 -2.207 -4.316
H: 0.840 -1.038 -10.484
C: -0.326 6.838 0.460
C: 0.348 5.748 1.018
C: -0.424 4.755 1.660
C: -1.774 4.787 1.730
C: -2.443 5.987 1.175
C: -1.703 6.911 0.466
O: -2.381 7.917 -0.196
O: 0.251 3.813 2.478
H: 0.172 7.692 0.025
H: 1.423 5.710 1.116
H: -2.284 4.111 2.400
H: -3.502 6.172 1.282
H: -3.065 7.577 -0.778
H: 0.892 4.113 3.127
C: -4.634 2.158 5.431
C: -5.113 2.329 4.150
C: -5.357 1.238 3.261
C: -5.013 -0.078 3.665
C: -4.581 -0.282 5.024
C: -4.408 0.838 5.866
O: -3.813 0.604 7.103
O: -5.867 1.602 2.077
H: -4.487 3.088 5.961
H: -5.261 3.334 3.782
H: -5.342 -0.889 3.033
H: -4.280 -1.256 5.381
H: -3.431 1.401 7.479
H: -5.834 2.561 2.094
C: -3.497 -0.783 -0.284
O: -3.340 0.164 -1.056
N: -4.291 -0.728 0.690
N: -2.968 -1.961 -0.403
H: -4.828 -1.553 0.915
H: -4.674 0.167 0.961
H: -3.182 -2.723 0.224
H: -2.464 -2.115 -1.265
C: -1.030 4.320 5.185
O: -1.859 3.431 5.273
N: -1.414 5.559 4.868
N: 0.162 4.197 5.634
H: -2.372 5.861 4.759
H: -0.715 6.276 4.735
H: 0.830 4.883 5.309
H: 0.370 3.337 6.120
C: 1.066 -5.301 1.388
O: 1.494 -5.205 2.523
N: -0.209 -5.125 1.059
N: 1.673 -5.779 0.312
H: -0.510 -5.173 0.096
H: -0.778 -4.848 1.845
H: 2.630 -6.026 0.519
H: 1.284 -5.605 -0.604
C: -1.350 -3.348 4.465
O: -1.678 -4.135 3.579
N: -0.084 -2.901 4.554
N: -2.104 -2.908 5.428
H: 0.209 -2.313 5.321
H: 0.627 -3.433 4.074
H: -1.613 -2.190 5.940
H: -3.105 -2.969 5.302
C: -1.282 0.684 -5.483
O: -0.371 1.135 -4.921
N: -1.115 0.079 -6.613
N: -2.539 0.930 -5.331
H: -0.155 -0.023 -6.909
H: -1.903 -0.305 -7.116
H: -2.884 1.256 -4.440
H: -3.124 0.685 -6.118

Properties
⟨S²⟩: 0.76
Multiplicity: 2
Total charge: 0
Highest occupied orbital energy (spin up / spin down), eV: -7.65 / -7.65
Gap between HOMO and LUMO (spin up / spin down), eV: 7.5 / 6.4
M, u: 1242.24

***

Record 2
A single H4O2P2 molecule at a distorted geometry, computed with wB97M-V/def2-TZVPD.

Atoms and positions in Å:
O: -1.392 -0.902 1.604
O: 2.130 0.562 -0.880
P: -0.729 -0.402 0.135
P: 0.849 1.430 -0.519
H: -1.210 -1.691 2.132
H: 2.190 -0.452 -0.817
H: -0.051 1.098 -1.515
H: -1.788 0.357 -0.140

Properties
Multiplicity: 1
Relative energy (zero: lowest compared OMol25 entry of this formula, charge and spin), kJ/mol: 179.4
Total charge: 0
Highest occupied orbital energy, eV: -8.11
Gap between HOMO and LUMO, eV: 8.3
M, u: 97.98

***

Record 3
7 unconnected molecules or ions with the total composition C21H54N2O7 at a distorted geometry, computed with wB97M-V/def2-TZVPD.

Atoms and positions in Å:
C: -6.018 -20.118 -1.853
O: -7.119 -20.481 -1.058
H: -6.126 -19.060 -2.092
H: -5.086 -20.249 -1.303
H: -5.924 -20.655 -2.797
H: -7.799 -20.989 -1.507
C: -6.118 -25.635 -3.794
O: -5.511 -26.668 -3.125
H: -7.125 -26.016 -3.964
H: -6.174 -24.655 -3.320
H: -5.772 -25.559 -4.825
H: -5.621 -26.459 -2.194
C: -10.253 -25.054 -5.134
O: -10.141 -24.533 -3.805
H: -11.178 -25.542 -5.440
H: -10.002 -24.210 -5.777
H: -9.468 -25.797 -5.277
H: -10.963 -24.142 -3.499
O: -11.474 -21.126 -2.241
H: -11.102 -21.987 -2.428
H: -11.091 -20.876 -1.400
O: -8.525 -22.740 -2.323
H: -7.900 -23.424 -2.083
H: -9.024 -23.115 -3.049
C: -10.357 -25.662 2.331
C: -9.250 -26.478 1.771
C: -9.397 -27.928 2.189
C: -10.622 -28.561 1.456
C: -10.357 -28.611 0.013
C: -10.109 -27.213 -0.621
N: -9.146 -26.445 0.302
O: -8.673 -25.160 -0.165
C: -9.422 -27.368 -1.954
C: -11.521 -26.509 -0.828
C: -7.914 -26.038 2.438
H: -10.153 -25.117 3.253
H: -11.360 -26.086 2.276
H: -10.631 -24.782 1.749
H: -8.528 -28.586 2.190
H: -9.698 -27.927 3.237
H: -11.579 -28.040 1.433
H: -10.646 -29.603 1.773
H: -11.151 -29.060 -0.584
H: -9.577 -29.349 -0.174
H: -9.081 -26.402 -2.327
H: -8.544 -27.997 -1.806
H: -10.040 -27.759 -2.762
H: -11.479 -25.695 -1.551
H: -12.305 -27.163 -1.210
H: -11.833 -26.025 0.098
H: -7.787 -26.302 3.488
H: -7.834 -24.965 2.266
H: -7.043 -26.366 1.870
H: -9.498 -24.725 0.064
C: -6.413 -22.692 -9.204
C: -7.679 -23.147 -8.493
C: -7.201 -23.613 -7.035
C: -7.007 -22.448 -5.990
C: -8.176 -21.427 -5.964
C: -8.566 -20.962 -7.393
N: -8.664 -22.066 -8.347
O: -9.175 -21.666 -9.583
C: -9.986 -20.234 -7.256
C: -7.682 -19.815 -7.890
C: -8.350 -24.381 -9.165
H: -5.825 -23.574 -9.458
H: -5.842 -22.027 -8.555
H: -6.473 -22.148 -10.147
H: -7.951 -24.182 -6.485
H: -6.303 -24.206 -7.204
H: -6.081 -21.906 -6.179
H: -6.801 -22.775 -4.970
H: -7.968 -20.681 -5.197
H: -9.081 -21.859 -5.537
H: -10.833 -20.882 -7.481
H: -10.122 -20.075 -6.186
H: -10.024 -19.273 -7.769
H: -6.648 -20.062 -8.131
H: -8.043 -19.485 -8.864
H: -7.547 -18.997 -7.181
H: -8.370 -24.198 -10.240
H: -9.299 -24.798 -8.829
H: -7.727 -25.273 -9.107
H: -9.957 -22.211 -9.698

Properties
Multiplicity: 1
Relative energy (zero: lowest compared OMol25 entry of this formula, charge and spin), kJ/mol: 298.7
Total charge: 0
Highest occupied orbital energy, eV: -8.19
Gap between HOMO and LUMO, eV: 8.4
M, u: 446.67

***

Record 4
9 unconnected molecules or ions with the total composition C4H27N2O8 at a distorted geometry, computed with wB97M-V/def2-TZVPD.

Atoms and positions in Å:
C: 1.046 2.119 -1.484
C: 0.048 3.243 -1.508
C: -1.256 2.885 -0.735
N: -1.039 1.829 0.179
C: -1.018 2.040 1.468
N: -0.985 1.105 2.376
H: 0.820 1.257 -0.941
H: 1.329 1.812 -2.528
H: 1.944 2.365 -0.954
H: 0.504 4.129 -1.077
H: -0.010 3.650 -2.565
H: -1.559 3.880 -0.269
H: -2.099 2.762 -1.577
H: -1.209 0.770 -0.185
H: -1.074 3.090 1.775
H: -0.627 1.090 3.366
H: -0.714 0.218 2.003
H: 2.762 0.801 3.302
H: 1.915 0.121 4.411
O: 1.890 0.773 3.751
H: -4.611 -0.787 -0.052
H: -3.749 0.329 -0.596
O: -3.885 -0.564 -0.472
H: 0.801 -0.224 -0.061
H: 0.560 -1.153 1.068
O: 0.510 -0.227 0.841
H: -0.874 -1.074 -1.765
H: -1.607 -1.846 -0.499
O: -1.273 -1.080 -0.871
H: -0.304 -3.725 2.523
H: 0.006 -3.596 1.182
O: -0.672 -3.178 1.828
H: 3.976 -0.901 -1.181
H: 2.921 -2.073 -1.201
O: 3.080 -1.123 -1.481
H: 1.494 -4.073 -1.041
H: 1.055 -2.585 -0.828
O: 1.525 -3.411 -0.406
H: 0.648 -1.686 -4.014
H: 1.925 -1.701 -3.067
O: 0.953 -1.578 -3.136

Properties
Multiplicity: 1
Relative energy (zero: lowest compared OMol25 entry of this formula, charge and spin), kJ/mol: 168.4
Total charge: +1
Highest occupied orbital energy, eV: -13.48
Gap between HOMO and LUMO, eV: 11.1
M, u: 231.27

***

Record 5
2 unconnected molecules or ions with the total composition C5H9N3O2 at a distorted geometry, computed with wB97M-V/def2-TZVPD.

Atoms and positions in Å:
C: 3.456 -3.432 2.261
C: -0.893 2.317 -1.669
C: -1.699 1.129 -2.177
C: -1.864 -0.048 -1.457
C: -0.941 0.861 0.513
H: 4.412 -5.114 2.591
H: 2.578 -5.237 2.588
H: 3.099 -2.801 1.450
H: 3.091 -3.196 3.339
H: 4.495 -3.019 2.344
H: 0.098 2.656 0.225
H: -1.976 1.124 -3.250
H: -2.518 -0.899 -1.797
H: -1.342 -1.061 0.308
N: 3.505 -4.840 2.105
N: -0.544 2.002 -0.314
N: -1.376 -0.188 -0.136
O: -0.833 3.391 -2.238
O: -0.590 0.829 1.711

Properties
Multiplicity: 1
Relative energy (zero: lowest compared OMol25 entry of this formula, charge and spin), kJ/mol: 132.9
Total charge: 0
Highest occupied orbital energy, eV: -9.30
Gap between HOMO and LUMO, eV: 9.6
M, u: 143.15

***

Record 6
A single C8H11NO4S molecule at a distorted geometry, computed with wB97M-V/def2-TZVPD.

Atoms and positions in Å:
C: 1.962 0.068 0.959
C: 0.437 -1.791 -0.980
C: 1.260 0.165 2.243
C: 0.124 -0.293 -0.809
C: 0.017 -0.027 2.628
C: -1.178 0.196 -0.121
C: -2.419 -0.429 -0.771
C: -1.232 1.737 -0.151
N: 1.357 0.355 -0.273
O: 1.247 -2.006 -2.062
O: 3.153 0.003 0.980
O: 0.111 -2.582 -0.186
O: 2.231 0.463 -1.318
S: -1.422 -0.318 1.655
H: 1.659 -1.159 -2.425
H: 1.964 0.212 3.124
H: -0.009 0.221 -1.822
H: -0.166 -0.175 3.654
H: -2.724 -0.187 -1.839
H: -3.351 0.067 -0.169
H: -2.550 -1.542 -0.788
H: -0.904 2.052 -1.057
H: -0.491 2.305 0.473
H: -2.249 2.229 -0.076
H: 3.171 0.436 -0.870

Properties
Multiplicity: 1
Relative energy (zero: lowest compared OMol25 entry of this formula, charge and spin), kJ/mol: 283.7
Total charge: 0
Highest occupied orbital energy, eV: -8.80
Gap between HOMO and LUMO, eV: 9.2
M, u: 217.25

***

Record 7
A molecular structure, C5H9N2S at a distorted geometry, computed with wB97M-V/def2-TZVPD.

Atoms and positions in Å:
C: -1.410 -1.403 0.257
C: -1.684 -0.174 -0.329
C: 0.967 -1.384 0.207
C: 0.017 0.849 -0.603
C: 0.229 1.660 0.593
N: -0.270 -1.965 0.401
N: 1.083 -0.158 -0.744
S: -3.015 0.665 -0.459
H: -2.214 -2.067 0.561
H: 1.354 -1.060 1.154
H: 1.528 -2.191 -0.206
H: -0.135 1.246 -1.547
H: 1.151 2.329 0.846
H: -0.075 1.210 1.513
H: -0.461 2.549 0.538
H: 1.863 0.464 -0.513
H: 1.073 -0.571 -1.668

Properties
Multiplicity: 1
Relative energy (zero: lowest compared OMol25 entry of this formula, charge and spin), kJ/mol: 349.4
Total charge: +1
Highest occupied orbital energy, eV: -12.91
Gap between HOMO and LUMO, eV: 7.4
M, u: 129.21

***

Record 8
A single C2H4N2O2 molecule, computed with wB97M-V/def2-TZVPD.

Atoms and positions in Å:
N: -0.036 -1.801 0.350
C: -0.486 -0.613 -0.142
O: -1.056 -0.502 -1.219
N: -0.238 0.451 0.755
C: 0.261 1.548 0.350
O: 0.717 1.877 -0.860
H: -0.355 -2.644 -0.102
H: 0.307 -1.854 1.296
H: 0.500 1.168 -1.484
H: 0.387 2.370 1.056

Properties
Multiplicity: 1
Relative energy (zero: lowest compared OMol25 entry of this formula, charge and spin), kJ/mol: 65.7
Total charge: 0
Highest occupied orbital energy, eV: -10.10
Gap between HOMO and LUMO, eV: 10.9
M, u: 88.07

***

Record 9
A single C15H21BClN3O5 molecule at a distorted geometry, computed with wB97M-V/def2-TZVPD.

Atoms and positions in Å:
O: 2.401 -1.261 -0.372
O: -2.120 -1.231 -2.456
Cl: 7.601 -1.256 3.566
O: -5.938 -0.454 0.575
O: -4.753 -0.747 -1.522
O: -2.877 0.625 -3.472
B: -4.800 -0.705 -0.136
C: 1.841 -0.350 0.206
C: -1.986 -0.066 -2.761
C: 5.222 -1.797 2.406
C: 5.474 0.421 3.329
C: 4.076 -1.407 1.764
C: 4.371 0.882 2.641
C: 5.916 -0.909 3.217
C: 3.639 -0.074 1.897
N: 2.365 0.258 1.351
N: 0.633 0.080 -0.350
N: -0.289 1.526 -3.291
C: -3.596 -1.085 0.763
C: -2.272 -0.452 0.328
C: -0.025 1.381 0.022
C: -2.462 0.979 -0.189
C: 0.337 -0.286 -1.739
C: -1.219 1.502 -0.916
C: -0.782 0.692 -2.193
H: -6.734 -0.264 0.037
H: -3.881 -1.081 -1.841
H: -3.631 0.015 -3.628
H: 5.628 -2.774 2.256
H: 6.002 1.125 3.955
H: 3.562 -2.068 1.067
H: 4.022 1.900 2.754
H: 1.940 1.128 1.693
H: 0.127 0.909 -3.952
H: -1.087 2.016 -3.744
H: -3.963 -0.701 1.721
H: -3.531 -2.161 0.841
H: -1.568 -0.511 1.178
H: -1.825 -1.049 -0.462
H: -0.258 1.416 1.082
H: 0.664 2.199 -0.198
H: -2.664 1.648 0.656
H: -3.347 0.996 -0.828
H: -0.026 -1.307 -1.721
H: 1.244 -0.241 -2.347
H: -1.429 2.539 -1.189

Properties
Multiplicity: 1
Relative energy (zero: lowest compared OMol25 entry of this formula, charge and spin), kJ/mol: 2.8
Total charge: 0
Highest occupied orbital energy, eV: -8.29
Gap between HOMO and LUMO, eV: 8.7
M, u: 369.61

***

Record 10
A molecular structure, C35H28IN6O6Tb at a distorted geometry, computed with wB97M-V/def2-TZVPD.

Atoms and positions in Å:
Tb: -0.231 -0.105 -0.272
O: 1.333 0.167 -2.049
C: 1.663 -0.375 -3.130
C: 3.049 -0.391 -3.538
C: 3.440 -1.088 -4.628
C: 2.495 -1.801 -5.451
C: 1.184 -1.745 -5.150
C: 0.692 -0.986 -4.020
C: -0.690 -0.981 -3.866
N: -1.551 -0.319 -3.067
C: -2.885 -0.894 -2.801
C: -2.830 -2.000 -1.779
N: -2.355 -1.522 -0.481
C: -3.005 -1.969 0.526
C: -2.682 -1.907 1.947
C: -3.660 -2.428 2.815
C: -3.442 -2.558 4.164
C: -2.179 -2.195 4.661
C: -1.195 -1.709 3.830
C: -1.427 -1.521 2.456
O: -0.479 -1.015 1.711
H: 3.750 0.143 -2.904
H: 4.493 -1.117 -4.892
H: 2.840 -2.370 -6.305
H: 0.459 -2.268 -5.768
H: -1.242 -1.675 -4.490
H: -3.286 -1.251 -3.746
H: -3.501 -0.075 -2.451
H: -2.133 -2.761 -2.136
H: -3.814 -2.467 -1.700
H: -3.917 -2.537 0.321
H: -4.613 -2.734 2.388
H: -4.212 -2.946 4.818
H: -1.969 -2.307 5.720
H: -0.215 -1.436 4.206
O: 3.896 3.327 1.738
C: 3.023 4.148 1.131
C: 3.309 5.511 1.191
C: 2.477 6.426 0.579
C: 1.338 6.010 -0.111
C: 1.043 4.660 -0.161
C: 1.861 3.710 0.458
C: 1.462 2.284 0.386
O: 0.265 1.990 -0.030
N: 2.356 1.407 0.778
N: 1.924 0.099 0.572
C: 2.648 -0.844 1.015
C: 2.364 -2.268 0.813
C: 3.164 -3.153 1.545
C: 3.007 -4.521 1.470
C: 2.008 -5.038 0.628
C: 1.209 -4.196 -0.111
C: 1.360 -2.794 -0.053
O: 0.592 -2.034 -0.795
H: 3.608 2.407 1.531
H: 4.202 5.824 1.722
H: 2.722 7.482 0.636
H: 0.695 6.733 -0.599
H: 0.159 4.302 -0.674
H: 3.518 -0.596 1.617
H: 3.927 -2.732 2.194
H: 3.641 -5.180 2.050
H: 1.862 -6.111 0.556
H: 0.439 -4.582 -0.769
I: -5.450 3.866 0.632
C: -3.731 2.982 1.387
C: -3.093 3.488 2.508
C: -1.944 2.851 2.960
C: -1.491 1.747 2.271
N: -2.091 1.271 1.175
C: -3.195 1.876 0.744
H: -3.480 4.363 3.014
H: -1.404 3.211 3.828
H: -0.604 1.219 2.592
H: -3.655 1.478 -0.156
O: -0.445 1.611 -2.800
N: -1.380 0.907 -2.402

Properties
⟨S²⟩: 12.04
Multiplicity: 7
Relative energy (zero: lowest compared OMol25 entry of this formula, charge and spin), kJ/mol: 104.6
Total charge: 0
Highest occupied orbital energy (spin up / spin down), eV: -7.11 / -7.13
Gap between HOMO and LUMO (spin up / spin down), eV: 5.1 / 5.1
M, u: 914.47